# 1
The following is a quantum chemistry calculation of a structure of composition C37H41BClIrN3O6, from OMol25.

Each line ends with the Mulliken charge.
Element x y z (Å)
Ir: -0.6532 -0.4883 0.5398  0.74
O: -7.2549 -1.5160 2.5180  -0.50
C: -6.1748 -2.0994 3.2306  -0.70
C: -4.8692 -1.7232 2.5889  0.48
C: -3.6751 -1.9920 3.2350  -1.07
C: -2.4847 -1.6447 2.6330  -0.43
N: -2.4361 -1.0607 1.4326  0.41
C: -3.5855 -0.8098 0.7860  0.31
C: -4.8175 -1.1233 1.3441  -0.80
C: -3.4795 -0.1666 -0.5515  0.82
C: -4.5847 0.1584 -1.3246  -0.62
C: -4.3914 0.7938 -2.5454  0.44
C: -5.5734 1.1293 -3.4175  -0.76
O: -6.3870 -0.0039 -3.6936  -0.52
C: -3.0987 1.0981 -2.9356  -1.14
C: -2.0430 0.7409 -2.1109  -0.71
N: -2.2374 0.0997 -0.9652  0.12
H: -8.0564 -1.6270 3.0343  0.30
H: -6.2639 -3.1924 3.2293  0.29
H: -6.1642 -1.7659 4.2730  0.34
H: -3.6530 -2.4479 4.2168  0.42
H: -1.5355 -1.8056 3.1150  0.42
H: -5.7360 -0.8971 0.8275  0.62
H: -5.5889 -0.0740 -1.0012  0.52
H: -5.2252 1.5994 -4.3427  0.31
H: -6.2252 1.8402 -2.9076  0.35
H: -5.8108 -0.7232 -3.9739  0.34
H: -2.9017 1.5997 -3.8747  0.37
H: -1.0115 0.9582 -2.3542  0.30
C: 3.3069 -0.6384 -5.0984  -1.69
C: 2.1394 -0.8995 -4.1784  -0.20
C: 1.1016 -1.7271 -4.5770  -0.86
C: 0.0496 -1.9265 -3.6868  -0.34
C: -1.1145 -2.8162 -4.0470  -1.53
C: 0.0495 -1.3123 -2.4521  -0.27
C: 1.0830 -0.4603 -1.9742  1.41
C: 2.1287 -0.2925 -2.9289  -0.44
N: 0.9864 0.1214 -0.7229  0.05
C: 2.0371 1.1045 -0.3224  1.64
C: 3.4500 0.4675 -0.1966  -1.16
C: 4.5078 1.5141 0.1649  0.35
C: 4.2018 2.0796 1.5497  -1.35
C: 2.8179 2.7227 1.5092  0.52
C: 2.8393 3.8915 0.5255  -1.56
C: 3.1293 3.3418 -0.8696  0.15
C: 4.4956 2.6450 -0.8707  -1.43
C: 2.0336 2.3420 -1.2556  -1.28
C: 1.7620 1.6979 1.0726  -1.89
H: 3.2298 -1.2330 -6.0100  0.39
H: 4.2557 -0.8844 -4.6156  0.33
H: 3.3571 0.4144 -5.3896  0.31
H: 1.1130 -2.2134 -5.5470  0.23
H: -0.9193 -3.3715 -4.9661  0.42
H: -2.0280 -2.2319 -4.1974  0.19
H: -1.3150 -3.5299 -3.2454  0.29
H: -0.7787 -1.5398 -1.8059  0.62
H: 2.9798 0.3274 -2.7244  0.53
H: 3.7608 -0.0497 -1.0966  0.69
H: 3.3910 -0.2960 0.5786  0.04
H: 5.4933 1.0359 0.1743  0.31
H: 4.9581 2.8180 1.8435  0.59
H: 4.2215 1.2736 2.2907  0.42
H: 2.5492 3.0865 2.5062  0.37
H: 3.5993 4.6257 0.8193  0.57
H: 1.8698 4.4006 0.5272  0.51
H: 3.1368 4.1622 -1.5959  0.26
H: 5.2819 3.3736 -0.6396  0.56
H: 4.7091 2.2422 -1.8672  0.49
H: 2.1481 2.0726 -2.3010  0.73
H: 1.0486 2.8142 -1.1601  0.35
H: 0.7869 2.1732 1.0701  0.31
H: 1.7284 0.9009 1.8178  -0.42
Cl: -0.3686 -2.8510 0.1782  -0.41
O: -2.0238 1.1612 3.1854  -0.53
C: -1.7566 1.8200 2.1925  -0.39
O: -1.2146 1.4538 1.0856  -0.45
H: -1.9691 2.9107 2.1861  0.33
O: 1.9433 -1.4814 1.8197  -0.32
B: 0.6295 -0.9591 1.9937  1.58
O: 0.4103 -0.8747 3.4041  -0.64
C: 1.5516 -1.2853 4.0165  0.68
C: 1.8359 -1.3551 5.3611  -1.08
C: 3.1073 -1.8139 5.7175  -0.53
C: 4.0363 -2.1815 4.7527  -0.55
C: 3.7358 -2.1077 3.3899  -1.13
C: 2.4813 -1.6526 3.0494  0.81
H: 1.1037 -1.0590 6.1007  0.51
H: 3.3730 -1.8803 6.7653  0.38
H: 5.0128 -2.5336 5.0612  0.38
H: 4.4481 -2.3937 2.6273  0.50

Properties
Multiplicity: 1
Highest occupied orbital energy: -3.47 eV
Energy relative to the best compared isomer or geometry (same formula, charge and spin): 0.0 kJ/mol
Net charge: -1
E_tot: -2639.89610 hartree

***

# 2
The following is a quantum chemistry calculation of a structure of composition C37H41BrN4O2V, from OMol25.

Each line ends with the Löwdin spin population.
Element x y z (Å)
V: -0.1431 -1.3433 0.8908  1.91
Br: -4.0124 -1.2951 -5.2636  0.00
C: -3.4014 -1.2114 -3.4746  0.00
C: -3.6785 -0.0770 -2.7061  0.00
C: -3.2185 0.0196 -1.4143  0.00
C: -2.4273 -0.9953 -0.8424  0.01
O: -1.9616 -0.8545 0.3715  0.01
C: -2.1811 -2.1504 -1.6301  0.00
C: -1.4733 -3.2695 -1.0584  0.02
N: -0.6362 -3.1513 -0.0927  -0.01
C: -0.1829 -4.2961 0.6090  0.00
C: 0.3632 -5.4032 0.0289  0.00
C: 0.7708 -6.4908 0.8346  0.00
C: 0.6178 -6.4489 2.1893  0.00
C: 0.0586 -5.3048 2.8123  0.00
C: -0.1340 -5.1915 4.2094  0.00
C: -0.6829 -4.0532 4.7195  0.00
C: -1.0186 -3.0036 3.8390  0.00
N: -0.8465 -3.0613 2.5437  0.00
C: -0.3298 -4.2121 2.0194  0.00
C: -2.6988 -2.2554 -2.9299  0.00
H: -4.2690 0.7229 -3.1338  0.00
H: -3.4417 0.8896 -0.8101  0.00
H: -1.7084 -4.2676 -1.4349  0.00
H: 0.4940 -5.4420 -1.0456  0.00
H: 1.2053 -7.3616 0.3632  0.00
H: 0.9229 -7.2848 2.8057  0.00
H: 0.1521 -6.0128 4.8549  0.00
H: -0.8562 -3.9343 5.7795  0.00
H: -1.4444 -2.0862 4.2311  0.00
H: -2.5182 -3.1530 -3.5089  0.00
C: -0.8797 5.5685 1.9777  0.00
C: 0.2858 4.8336 2.6557  0.00
C: 0.2140 5.0823 4.1617  0.00
C: 1.6196 5.3806 2.1253  0.00
C: 0.1960 3.3517 2.3195  0.00
C: 0.0966 2.3546 3.2833  0.00
C: 0.0263 1.0301 2.8919  0.01
N: 0.0369 0.6555 1.6171  0.00
C: 0.1352 1.5970 0.6661  0.00
C: 0.2236 2.9362 0.9871  0.00
C: 0.1834 1.0841 -0.7277  0.00
C: 0.0071 1.8877 -1.8318  0.00
C: 0.0579 1.3494 -3.1218  0.00
C: 0.3430 -0.0035 -3.2179  0.00
C: 0.4944 -0.7535 -2.0650  0.01
N: 0.3949 -0.2446 -0.8411  0.00
C: -0.1976 2.2367 -4.3310  0.00
C: 0.8880 3.3205 -4.3865  0.00
C: -0.1771 1.4389 -5.6344  0.00
C: -1.5793 2.8915 -4.1830  0.00
H: -0.8281 6.6316 2.2151  0.00
H: -1.8406 5.1876 2.3273  0.00
H: -0.8482 5.4703 0.8917  0.00
H: 0.2750 6.1538 4.3521  0.00
H: 1.0416 4.6074 4.6916  0.00
H: -0.7259 4.7253 4.5866  0.00
H: 1.6980 6.4428 2.3600  0.00
H: 1.7027 5.2725 1.0432  0.00
H: 2.4654 4.8672 2.5854  0.00
H: 0.0784 2.5861 4.3372  0.00
H: -0.0341 0.2342 3.6240  0.00
H: 0.3289 3.6679 0.1993  0.00
H: -0.2032 2.9390 -1.6990  0.00
H: 0.4159 -0.4984 -4.1743  0.00
H: 0.6836 -1.8171 -2.1207  0.00
H: 1.8800 2.8774 -4.4897  0.00
H: 0.8856 3.9448 -3.4915  0.00
H: 0.7139 3.9700 -5.2453  0.00
H: 0.7986 0.9850 -5.8170  0.00
H: -0.3884 2.1083 -6.4684  0.00
H: -0.9383 0.6555 -5.6403  0.00
H: -1.6447 3.5234 -3.2962  0.00
H: -2.3608 2.1321 -4.1222  0.00
H: -1.7797 3.5184 -5.0526  0.00
C: 3.0871 -2.3227 -0.1609  0.00
C: 2.6878 -2.4956 1.2953  0.01
C: 3.7024 -1.8798 2.2441  0.00
O: 1.4234 -1.9325 1.5580  0.01
H: 4.0667 -2.7627 -0.3529  0.00
H: 3.1278 -1.2610 -0.4152  0.00
H: 2.3636 -2.8121 -0.8153  0.00
H: 2.6170 -3.5726 1.5087  0.00
H: 3.8045 -0.8130 2.0322  0.00
H: 4.6799 -2.3504 2.1315  0.00
H: 3.3756 -2.0017 3.2765  0.00

Properties
Multiplicity: 3
⟨S²⟩: 2.013
Highest occupied orbital energy (alpha / beta): -10.31 / -10.47 eV
Energy relative to the best compared isomer or geometry (same formula, charge and spin): 74.4 kJ/mol
Net charge: +1
E_tot: -5322.03585 hartree

***

# 3
The following is a quantum chemistry calculation of a structure of composition C37H41IKN10OPS at a distorted geometry, from OMol25.

Each line ends with the Mulliken charge.
Element x y z (Å)
K: 0.4800 1.0415 0.7833  1.58
N: 0.3541 0.0847 3.1706  -0.16
C: 1.5123 0.6247 3.8596  -0.29
C: 2.7990 0.1007 3.2161  -0.93
N: 3.0645 0.7052 1.9228  0.14
C: 3.8677 1.9164 1.9381  -1.01
C: 3.0304 3.1957 1.9010  -0.67
N: 2.1343 3.1803 0.7584  -0.46
H: -0.4738 0.6182 3.4194  0.14
H: 0.1883 -0.8648 3.4891  -0.05
H: 1.5225 0.3581 4.9295  0.45
H: 1.4995 1.7131 3.7869  0.00
H: 2.6845 -0.9775 3.0699  0.41
H: 3.6361 0.2676 3.9151  0.30
H: 3.5398 0.0284 1.3392  0.09
H: 4.5035 1.9211 1.0482  0.47
H: 4.5249 1.9584 2.8217  0.28
H: 3.7273 4.0548 1.8882  0.42
H: 2.4232 3.2814 2.8045  0.36
H: 2.6778 3.0766 -0.0930  0.04
H: 1.6491 4.0715 0.7015  0.19
I: 2.3256 -1.8812 -0.4216  0.13
C: 1.8242 -3.9232 -0.6681  0.07
C: 2.8209 -4.6475 -1.2744  -0.57
C: 2.6700 -6.0069 -1.5517  -0.86
C: 1.5123 -6.6292 -1.1953  -0.82
C: 0.4786 -5.9203 -0.5512  0.98
C: -0.6870 -6.6302 -0.2000  -0.91
C: -1.7320 -5.9931 0.4010  -1.15
C: -1.6352 -4.6255 0.6569  0.07
C: -0.5112 -3.8804 0.3550  0.33
P: -0.6814 -2.0642 0.7134  0.29
C: -1.7772 -2.2606 2.1768  0.15
C: -1.1532 -2.8327 3.2853  -0.66
C: -1.8613 -3.0749 4.4448  -0.78
C: -3.2005 -2.7268 4.5194  -0.64
C: -3.8191 -2.1320 3.4340  -0.64
C: -3.1117 -1.8899 2.2688  0.03
C: -1.8887 -1.6976 -0.6056  1.33
C: -2.1550 -2.5504 -1.6728  -0.54
C: -3.0922 -2.1926 -2.6246  -0.69
C: -3.7558 -0.9813 -2.5310  -0.75
C: -3.4545 -0.1068 -1.5014  -0.70
C: -2.5247 -0.4597 -0.5436  -1.12
C: 0.5999 -4.5178 -0.2701  -0.12
H: 3.7443 -4.1605 -1.5459  0.42
H: 3.4657 -6.5422 -2.0436  0.40
H: 1.3582 -7.6783 -1.3984  0.37
H: -0.7352 -7.6855 -0.4274  0.37
H: -2.6356 -6.5219 0.6667  0.46
H: -2.4901 -4.1328 1.0984  0.57
H: -0.1067 -3.1137 3.2153  0.45
H: -1.3718 -3.5392 5.2881  0.45
H: -3.7635 -2.9299 5.4171  0.37
H: -4.8618 -1.8573 3.4900  0.44
H: -3.6043 -1.4358 1.4222  0.41
H: -1.6421 -3.4976 -1.7733  0.37
H: -3.2980 -2.8660 -3.4443  0.43
H: -4.4891 -0.7096 -3.2759  0.38
H: -3.9376 0.8567 -1.4481  0.42
H: -2.2777 0.2227 0.2591  0.80
S: -0.8234 1.5770 -2.6306  -0.21
C: -1.2008 3.1308 -2.2401  -0.31
N: -1.8678 3.5513 -1.1477  0.17
C: -1.8823 5.0015 -1.0830  -0.34
C: -1.5127 5.4125 -2.5179  -0.69
N: -0.9051 4.2012 -3.0241  -0.03
H: -1.8287 3.0145 -0.2830  0.20
H: -1.1398 5.3659 -0.3629  0.15
H: -2.8691 5.3667 -0.7874  0.34
H: -0.8019 6.2429 -2.5365  0.36
H: -2.4042 5.6859 -3.0973  0.27
H: -0.7025 4.0682 -4.0004  0.30
N: 1.5235 2.5214 -6.5526  -0.51
C: 1.9070 2.2011 -5.2788  1.00
C: 1.9813 3.1694 -4.2739  -0.66
C: 2.3002 2.7811 -2.9892  -0.23
N: 2.5691 1.5350 -2.6306  -0.14
C: 2.4993 0.6181 -3.5854  -0.45
C: 2.1805 0.8848 -4.9004  -0.62
H: 1.5780 3.4835 -6.8394  0.21
H: 1.6662 1.8379 -7.2753  0.20
H: 1.7956 4.2099 -4.4972  0.38
H: 2.3335 3.5182 -2.1967  0.22
H: 2.7187 -0.3942 -3.2751  0.24
H: 2.1263 0.0880 -5.6258  0.33
O: -1.4255 2.1562 1.2899  -0.09
N: -1.4964 2.3769 2.5525  -0.67
C: -1.0998 3.5288 3.0471  0.74
C: -0.5427 4.5878 2.3058  0.33
N: -0.0724 5.3987 1.6349  -0.78
C: -1.2087 3.7559 4.4314  -0.03
N: -1.2860 3.9825 5.5556  -0.54

Properties
Multiplicity: 1
Highest occupied orbital energy: -7.59 eV
Energy relative to the best compared isomer or geometry (same formula, charge and spin): 93.7 kJ/mol
E_tot: -3694.49616 hartree